Record 1
DFT (the ωB97M-V functional and the def2-TZVPD basis) results for a structure of composition C24H20N2O3PTl.

XYZ file:
```
51
Properties=species:S:1:pos:R:3:forces:R:3
Tl -0.26585 -0.59149 2.04584 -0.0168 0.0007 0.0752
N 0.63459 -2.37595 -1.21773 -0.0348 -0.0597 -0.0776
P -0.75284 -2.54998 -0.23509 0.1978 0.0046 0.3095
C -0.51214 -4.18946 0.52285 -0.1378 -0.0706 -0.0382
C -1.56825 -4.72870 1.26184 0.0048 -0.0106 0.0039
C -1.41773 -5.93285 1.92718 0.0257 -0.0315 -0.0005
C -0.20287 -6.60747 1.87666 -0.0346 -0.0163 0.0308
C 0.85467 -6.07002 1.16224 0.0134 -0.0148 0.0047
C 0.70135 -4.86458 0.48818 0.0445 0.0006 -0.0408
C -2.03388 -2.81860 -1.47893 -0.0886 -0.0960 -0.1847
C -2.33222 -4.06910 -2.02376 0.0122 0.0810 0.0119
C -3.29784 -4.18329 -3.01131 -0.0021 0.0798 -0.0078
C -3.96517 -3.04937 -3.46011 -0.0163 -0.0923 -0.0323
C -3.67316 -1.80530 -2.92153 -0.0540 0.0083 -0.0224
C -2.71344 -1.68588 -1.92844 0.0241 0.1025 0.1010
C 1.66300 -1.48979 -0.97214 0.0459 0.0991 -0.1888
C 2.61390 -1.23307 -1.97666 -0.0871 -0.0055 0.1579
C 3.61070 -0.32530 -1.71816 0.0644 0.0468 -0.0354
C 3.65584 0.31894 -0.48280 -0.0495 -0.0344 -0.0123
C 2.68535 -0.00526 0.43587 0.0585 -0.0087 0.0547
N 1.71413 -0.90106 0.21840 0.0620 0.0065 -0.0236
H 0.64889 -2.81571 -2.12639 -0.0309 0.0149 0.0258
H -2.52015 -4.21023 1.31268 0.0107 0.0295 -0.0276
H -2.24588 -6.34671 2.48825 0.0077 0.0068 -0.0039
H -0.08385 -7.54776 2.39947 0.0023 0.0082 -0.0044
H 1.80378 -6.58960 1.12677 -0.0023 0.0101 -0.0056
H 1.53188 -4.44913 -0.06955 -0.0113 0.0003 0.0103
H -1.81696 -4.95280 -1.67213 0.0376 -0.0386 0.0394
H -3.52698 -5.15445 -3.43038 -0.0152 0.0047 -0.0034
H -4.72129 -3.14088 -4.23007 0.0113 0.0078 0.0107
H -4.20221 -0.92636 -3.26566 0.0207 0.0104 0.0101
H -2.49559 -0.71226 -1.49613 0.0109 -0.0011 -0.0213
H 2.54195 -1.72981 -2.93509 -0.0210 -0.0138 0.0090
H 4.34779 -0.10393 -2.47946 0.0009 -0.0021 0.0076
H 4.41490 1.04997 -0.24719 -0.0074 -0.0043 -0.0021
H 2.68110 0.46936 1.41071 -0.0158 0.0005 0.0351
O -2.66009 4.48672 -0.38436 -0.0489 -0.0861 -0.0791
C -1.60490 4.43685 0.43611 -0.0329 -0.0012 -0.0308
C -1.18178 5.62254 1.04467 0.0212 -0.0694 -0.0081
C -0.09284 5.61591 1.89083 -0.0126 0.0736 0.0147
C 0.60043 4.43600 2.15225 0.0293 0.0271 0.0290
C 0.17527 3.26814 1.55241 -0.0647 -0.0997 -0.0504
C -0.92418 3.23513 0.69610 0.0090 0.0059 0.0803
C -1.38253 1.94981 0.06547 0.1169 0.0178 -0.1058
O -2.33962 1.98363 -0.73025 -0.1046 -0.0012 -0.0041
O -0.74643 0.88121 0.34824 -0.0001 0.0727 -0.0644
H -2.77387 3.55045 -0.71712 -0.0156 0.0718 0.0418
H -1.72776 6.53170 0.83080 -0.0024 -0.0012 -0.0035
H 0.22144 6.54400 2.35327 0.0168 -0.0188 0.0053
H 1.45645 4.43666 2.81410 -0.0043 -0.0022 -0.0064
H 0.69630 2.33685 1.73054 0.0628 -0.0120 0.0167
```
Positions in Å, forces in eV/Å.

Calculated values
* HOMO level: -7.80 eV
* ΔE to the lowest compared entry with this formula, charge and spin: 0.0 kJ/mol
* E_tot: -1775.7159 Ha
* lowest unoccupied orbital energy: 0.26 eV

=====

Record 2
DFT (the ωB97M-V functional and the def2-TZVPD basis) results for the molecule C29H30N4O3.

XYZ file:
```
66
Properties=species:S:1:pos:R:3:forces:R:3
C -0.86165 -4.33899 3.00603 -0.1941 -0.2173 0.0225
O -0.07186 -3.17811 2.92696 0.2867 0.3290 -0.0020
C 1.27315 -3.28473 3.16349 0.3001 0.0118 0.0715
C 1.92458 -4.47708 3.44390 -0.3378 -0.0118 0.0680
C 3.29166 -4.48767 3.66556 0.0893 0.1092 0.0743
C 4.01987 -3.31693 3.60072 0.1185 -0.1098 0.0685
C 3.36889 -2.12462 3.33054 -0.1527 -0.0390 0.0245
C 2.00206 -2.08720 3.12197 -0.1615 0.0251 -0.0303
C 1.28800 -0.77779 2.92128 0.0297 0.0769 0.1909
N 0.52803 -0.71994 1.69144 -0.0626 -0.2144 0.1774
C 0.66218 0.27361 0.80523 -0.5719 -0.1759 -0.1254
O 1.44648 1.19796 0.92526 0.3624 0.3330 -0.0288
C -0.27359 0.18523 -0.40125 0.0295 0.0577 -0.2641
C 0.27353 -0.80939 -1.45026 -0.3157 0.0195 0.1702
C 0.18650 -2.23003 -1.00831 -0.2142 -0.0556 -0.1567
C -0.91782 -3.03085 -1.06218 0.0725 0.3850 -0.0428
N -0.61449 -4.28590 -0.60595 -0.2960 -0.3430 0.0300
C 0.70804 -4.32617 -0.26695 0.4977 0.2592 0.0883
C 1.48968 -5.37432 0.20185 0.0266 -0.1571 -0.0232
C 2.81893 -5.11434 0.45466 -0.0923 -0.1401 -0.1191
C 3.36010 -3.84105 0.25980 0.1942 0.0888 -0.0508
C 2.59149 -2.79859 -0.20355 -0.0272 -0.0861 -0.0286
C 1.24697 -3.03570 -0.48710 -0.2055 -0.4818 0.0208
N -0.36059 1.51066 -0.96476 0.4432 -0.0583 0.2994
C -1.45053 1.96400 -1.60467 0.4823 0.3626 -0.0285
O -2.43997 1.28183 -1.79327 -0.3952 -0.1590 -0.1731
C -1.37190 3.41870 -2.06154 -0.4015 -0.0737 0.2289
C -2.36661 4.23843 -1.22024 0.1359 -0.1565 -0.1181
C -2.59845 5.60328 -1.80716 0.0122 0.0272 -0.0152
C -3.15956 6.60736 -1.02637 0.0063 0.0280 -0.0508
C -3.40378 7.86152 -1.55148 -0.0462 0.0509 0.0953
C -3.08555 8.12778 -2.87338 0.0028 0.0905 -0.0923
C -2.52470 7.13671 -3.65556 -0.0077 -0.0278 0.0541
C -2.28038 5.87184 -3.13520 -0.0047 -0.0208 0.0301
C -1.63162 4.81487 -3.99822 0.2125 0.0476 -0.0466
N -1.69060 3.46523 -3.47631 -0.1615 -0.2299 -0.0879
H -1.87804 -4.01973 2.77851 0.0507 -0.0742 0.0149
H -0.54295 -5.08881 2.27600 0.0081 0.0239 0.0281
H -0.83720 -4.77387 4.01017 0.0285 0.0211 -0.0369
H 1.37923 -5.40568 3.49451 -0.0853 -0.0750 -0.0315
H 3.78262 -5.42334 3.88722 0.0469 -0.0926 0.0064
H 5.08617 -3.32705 3.76569 0.1080 -0.0026 0.0186
H 3.92868 -1.20225 3.28950 0.0458 0.1323 -0.0146
H 2.00235 0.04740 2.88955 -0.1025 -0.1232 0.0889
H 0.60020 -0.62083 3.76377 0.1311 0.0720 -0.0842
H -0.10946 -1.48239 1.52243 -0.0567 0.1017 -0.1307
H -1.27909 -0.12966 -0.10056 0.1702 0.0137 -0.0070
H 1.30955 -0.54968 -1.67368 -0.0019 0.0678 -0.0769
H -0.32215 -0.67102 -2.35526 0.0929 0.0808 0.0135
H -1.90718 -2.79251 -1.40280 -0.1914 0.0341 -0.0971
H -1.24557 -5.06878 -0.60023 0.0851 0.0919 -0.0163
H 1.07154 -6.36023 0.35100 -0.0106 -0.1051 0.0219
H 3.45810 -5.90794 0.81140 0.0391 -0.0756 0.0562
H 4.40444 -3.68008 0.48030 0.0862 0.0364 0.0301
H 3.01751 -1.81721 -0.34690 0.0796 0.1360 -0.0087
H 0.43567 2.10103 -0.75985 -0.1623 0.0658 -0.0495
H -0.35718 3.81261 -1.93436 -0.0435 -0.0498 0.0345
H -2.00934 4.32559 -0.19135 -0.0345 0.0027 0.0282
H -3.31736 3.69311 -1.19578 0.1016 -0.0387 0.0369
H -3.40450 6.39564 0.00509 -0.0241 -0.0176 0.1129
H -3.84024 8.63136 -0.93219 -0.0347 0.0612 0.0475
H -3.27443 9.10557 -3.29152 -0.0171 0.0795 -0.0332
H -2.27057 7.33876 -4.68681 0.0198 0.0392 -0.1247
H -2.07658 4.81911 -4.99630 0.0756 0.0293 0.0441
H -0.56857 5.07295 -4.11295 -0.1281 0.0279 -0.1111
H -2.61211 3.05831 -3.60958 0.0693 -0.0068 0.0093
```
Positions in Å, forces in eV/Å.

Calculated values
* HOMO level: -7.95 eV
* ΔE to the lowest compared entry with this formula, charge and spin: 1.5 kJ/mol
* SMILES: COc1ccccc1CNC(=O)[C@H](Cc1c[nH]c2ccccc12)NC(=O)[C@@H]1Cc2ccccc2CN1
* E_tot: -1567.9058 Ha
* lowest unoccupied orbital energy: 0.49 eV

=====

Record 3
DFT (the ωB97M-V functional and the def2-TZVPD basis) results for a cluster of 14 separate species, C16H62F6N2O11P in total.

XYZ file:
```
98
Properties=species:S:1:pos:R:3:forces:R:3
N -28.96700 3.91436 -8.33079 -0.7668 0.4576 -1.1739
H -29.81098 3.45871 -7.99219 0.0308 -0.0281 0.2123
H -29.01436 4.93547 -8.20796 0.6755 0.1986 0.8376
H -28.97276 3.85551 -9.35020 0.1614 -0.5142 -0.0552
H -28.12643 3.45745 -7.96533 -0.2227 0.3942 0.1159
N -21.68327 0.56206 -7.99119 -0.8242 -0.3338 -0.6767
H -22.40894 0.01273 -7.52484 -0.1593 0.2092 0.2588
H -20.89222 0.77669 -7.39386 0.1765 -0.3021 -0.0520
H -22.10962 1.43784 -8.35329 -0.2108 0.3587 0.3102
H -21.48142 0.00657 -8.82252 0.5252 -0.0565 0.0776
P -26.02173 2.55256 -7.10610 0.7726 -1.4389 1.9468
F -24.83519 1.62984 -7.75059 -1.1419 0.9322 -0.4030
F -26.07218 3.59233 -8.34892 0.3847 -0.3483 0.5424
F -27.25916 1.72592 -7.81603 0.6253 0.4773 -0.0145
F -27.06675 3.43821 -6.23093 -1.0837 0.1914 -1.3289
F -26.09449 1.48884 -5.87808 0.2539 -0.2905 -0.5616
F -24.88886 3.41370 -6.30008 0.5557 -0.1940 -0.7419
C -23.80713 6.05134 -10.19715 1.9054 0.8963 1.5908
O -24.51659 7.03944 -9.44018 -0.8915 -0.5337 -0.8214
H -24.16102 5.02295 -10.11291 -0.5109 0.1573 -0.2717
H -23.52745 6.36012 -11.20171 -0.8948 0.0993 -0.1823
H -22.83793 6.09363 -9.68098 0.3672 -0.7955 -0.3648
H -24.44195 6.70907 -8.53217 -0.0030 0.2687 -0.0778
C -25.03813 3.17269 -12.30776 -0.8715 -0.0939 0.2744
C -26.03958 2.07081 -11.79120 1.8541 2.3164 -1.1680
C -27.01537 1.74418 -12.86754 -0.9688 -0.7790 -0.0555
O -25.22021 0.97332 -11.49017 0.1960 -1.1230 0.7641
H -24.56125 2.97150 -13.27087 -0.2662 -0.4334 -0.0703
H -24.23738 3.26351 -11.57223 -0.1330 0.3467 0.0871
H -25.59253 4.10398 -12.43257 0.3079 0.1858 0.1544
H -26.42472 2.55460 -10.88728 -0.4383 -0.7597 0.1251
H -26.48204 1.43098 -13.76721 0.0359 0.6078 -0.1811
H -27.69849 2.58190 -13.01247 0.1328 -0.0081 -0.4429
H -27.62738 0.85966 -12.67048 -0.0762 0.1318 0.5404
H -24.43250 1.11864 -12.02109 0.1753 -0.4566 0.0978
C -27.36662 8.98348 -7.92697 -0.8835 1.0972 0.6494
C -28.03097 7.77430 -7.31285 0.7147 -1.1736 -0.6971
C -29.57413 7.75849 -7.28370 0.9907 1.0393 -0.0941
O -27.66278 6.66643 -8.20923 -0.4564 -0.7642 0.5549
H -27.70180 9.83781 -7.32909 -0.1956 0.2936 -0.4507
H -27.68294 9.04508 -8.96774 -0.0516 0.3320 0.0450
H -26.28255 9.08541 -7.89059 0.0709 -0.8410 0.0569
H -27.56652 7.51927 -6.35810 -0.3986 0.2550 0.2846
H -29.95675 8.76401 -7.10271 0.0209 0.0115 0.0842
H -29.98862 7.12691 -6.50064 0.0802 -0.3037 -0.2200
H -29.88637 7.50476 -8.29762 -0.2635 -0.2538 0.1141
H -26.74444 6.46922 -7.99338 0.1058 -0.0659 -0.3774
C -24.16096 -2.53840 -5.05616 -0.7834 -0.1042 0.4741
C -24.25767 -1.37703 -4.09119 0.1387 0.4724 1.6023
C -25.22486 -1.38709 -2.87955 -0.4777 -0.0872 -0.0029
O -22.92843 -1.09557 -3.56178 -0.4091 0.3351 -0.6250
H -23.27494 -2.35802 -5.66260 -0.1444 -0.1647 -0.2416
H -25.08128 -2.56478 -5.64288 0.1755 -0.0456 -0.3209
H -24.08485 -3.51346 -4.57298 0.2082 0.0584 0.1466
H -24.58085 -0.50548 -4.66434 0.4767 0.1986 -0.1243
H -26.28522 -1.51096 -3.11267 0.1036 -0.4012 -0.4766
H -25.24851 -0.42387 -2.36636 0.5274 0.1851 -0.2600
H -24.99570 -2.10522 -2.08959 0.2455 -0.3260 -0.2911
H -22.75707 -1.70190 -2.83483 -0.0997 -0.0463 0.0122
C -23.30529 -2.99112 -8.96356 0.0194 0.4599 0.9139
C -23.52706 -1.89075 -9.97386 -0.5533 -0.7105 -0.9250
C -24.54923 -2.32250 -11.06360 0.5203 -0.5426 0.0431
O -23.88253 -0.65811 -9.31744 0.2071 -0.4844 -0.1174
H -22.63298 -2.64283 -8.17192 0.2839 0.0005 -0.1288
H -22.84816 -3.86252 -9.42773 -0.1759 -0.0661 0.0166
H -24.20589 -3.23946 -8.39999 -0.2080 -0.2167 -0.3971
H -22.56539 -1.75019 -10.47880 0.0671 0.2263 -0.1594
H -24.53560 -1.67695 -11.94119 -0.3550 0.3962 0.2863
H -25.55026 -2.54018 -10.68881 -0.1036 0.7391 0.2276
H -24.30035 -3.29604 -11.49637 0.5916 -0.0275 0.2642
H -24.57552 -0.24265 -9.84666 0.0724 0.2710 0.0384
C -31.08025 -0.61665 -6.95612 0.2410 -0.7221 -0.7937
C -29.83619 -1.30262 -6.35263 -0.0864 1.5676 0.1490
C -29.22552 -0.42377 -5.27347 0.0363 -0.3114 0.5254
O -30.19043 -2.57649 -5.86724 -0.0559 -0.0111 0.3788
H -31.97765 -0.53769 -6.34108 0.3645 -0.3437 0.6006
H -31.33869 -1.28555 -7.78307 -0.3453 0.4630 -0.3523
H -30.92644 0.39742 -7.32769 0.4099 -0.1287 -0.2092
H -29.03077 -1.43152 -7.08499 -0.3534 0.0714 -0.5169
H -29.97826 -0.15888 -4.52923 0.1351 -0.1890 0.2220
H -28.81909 0.51615 -5.65090 -0.1387 -0.0701 -0.4143
H -28.37471 -0.93681 -4.82105 -0.1663 -0.0491 0.2825
H -30.89375 -2.89517 -6.44084 0.0216 -0.2471 0.1066
O -26.49514 4.93399 -4.02587 0.0265 0.3138 0.1081
H -26.39182 4.53148 -4.89355 -0.0461 0.0253 0.3573
H -26.38148 4.19630 -3.40890 0.0875 -0.0049 -0.1980
O -22.23146 3.25407 -8.37972 0.1380 -0.3406 0.1557
H -21.62242 3.32687 -7.63606 -0.0021 0.4384 -0.0147
H -23.01510 3.74843 -8.09976 -0.0558 0.0493 -0.1012
O -23.96482 5.87250 -7.02531 0.3399 -0.3366 0.2050
H -24.25844 5.08667 -6.54361 -0.2238 0.1331 0.0369
H -23.18491 6.17768 -6.54938 -0.0887 0.2274 0.0028
O -25.77196 2.21828 -3.30216 -0.1243 -0.1442 0.1782
H -26.22699 1.76804 -4.02709 0.1330 0.1532 0.1863
H -24.84002 2.03875 -3.45859 0.0256 0.0125 0.0371
O -27.44553 -0.41701 -9.80119 -0.0261 0.0058 0.0047
H -27.37395 0.03591 -8.95443 0.0240 -0.0410 0.0012
H -26.68427 -0.11021 -10.30554 -0.0035 -0.0069 -0.1347
```
Positions in Å, forces in eV/Å.

Calculated values
* HOMO level: -11.95 eV
* E_tot: -2524.4514 Ha
* total charge: +1
* lowest unoccupied orbital energy: -2.94 eV